1.
13
Properties=species:S:1:pos:R:3:forces:R:3 method="wB97M-V/def2-TZVPD" total_charge=-1 de_lowest_kcal_mol=7.8 e_homo_ev=-2.2 multiplicity=1 energy_ev=-5303.5555 homo_lumo_gap_ev=6.7 lumo_ev=4.496
C -1.5083 -1.0330 1.8064 0.5 0.3 0.3
H -1.2212 -0.3299 1.0183 0.0 -0.5 -0.4
H -2.3178 -1.7082 1.5444 -0.5 0.4 0.0
H -0.7047 -1.7026 2.1193 0.3 0.3 -0.2
H -1.7030 -0.3363 2.6263 -0.5 -0.5 0.3
C 0.2788 0.4365 -0.7239 1.0 -0.2 -0.2
O -0.5353 1.4279 -0.4116 -0.7 0.2 -0.1
C 1.5389 0.8696 -1.5611 0.1 -0.3 0.2
H 0.6832 -0.0842 0.1932 0.4 0.0 -0.1
H -0.1081 -0.4710 -1.2932 -0.5 0.4 -0.1
H 1.9904 -0.0070 -2.0524 0.2 0.0 0.2
H 1.3314 1.5902 -2.3573 -0.5 0.0 0.1
H 2.2757 1.3480 -0.9083 0.1 0.0 0.0

=====

2.
13
Properties=species:S:1:pos:R:3:forces:R:3 method="wB97M-V/def2-TZVPD" total_charge=+2 de_lowest_kcal_mol=26.9 e_homo_ev="-22.7 / -22.6" multiplicity=2 energy_ev=-5277.4271 homo_lumo_gap_ev="10.9 / 5.4" lumo_ev="-11.757 / -17.250"
O -1.1832 -1.2411 0.2377 -1.6 1.1 -1.9
H -0.5783 -1.6682 0.8282 1.1 -1.8 1.2
H -1.8620 -1.8283 -0.1954 0.1 -0.4 0.3
H 0.0081 -1.0126 -1.7477 1.0 1.4 0.1
C 0.3204 1.0182 1.0325 2.0 1.4 2.1
C -0.0528 0.7638 -0.2873 -1.0 -2.0 -2.4
C 0.7476 -0.1879 -1.2364 -1.1 0.6 3.1
H -0.4719 0.5565 1.6309 -1.0 1.0 0.3
H 1.2346 0.6000 1.6126 -0.8 0.8 -1.9
H 0.2399 2.1877 1.0596 -0.1 -1.5 0.7
H -1.1189 1.1380 -0.5663 2.1 -0.2 0.0
H 1.3917 0.4895 -1.8711 -0.7 -1.0 -0.5
H 1.3248 -0.8156 -0.4973 0.1 0.6 -1.2

=====

Repeat the first record exactly.
13
Properties=species:S:1:pos:R:3:forces:R:3 method="wB97M-V/def2-TZVPD" total_charge=-1 de_lowest_kcal_mol=7.8 e_homo_ev=-2.2 multiplicity=1 energy_ev=-5303.5555 homo_lumo_gap_ev=6.7 lumo_ev=4.496
C -1.5083 -1.0330 1.8064 0.5 0.3 0.3
H -1.2212 -0.3299 1.0183 0.0 -0.5 -0.4
H -2.3178 -1.7082 1.5444 -0.5 0.4 0.0
H -0.7047 -1.7026 2.1193 0.3 0.3 -0.2
H -1.7030 -0.3363 2.6263 -0.5 -0.5 0.3
C 0.2788 0.4365 -0.7239 1.0 -0.2 -0.2
O -0.5353 1.4279 -0.4116 -0.7 0.2 -0.1
C 1.5389 0.8696 -1.5611 0.1 -0.3 0.2
H 0.6832 -0.0842 0.1932 0.4 0.0 -0.1
H -0.1081 -0.4710 -1.2932 -0.5 0.4 -0.1
H 1.9904 -0.0070 -2.0524 0.2 0.0 0.2
H 1.3314 1.5902 -2.3573 -0.5 0.0 0.1
H 2.2757 1.3480 -0.9083 0.1 0.0 0.0

=====

The highest multiplicity belongs to which entry? number 2